Version one
{
  "formula": "C8H10N2O2",
  "method": "ωB97M-V/def2-TZVPD",
  "elements": ["H", "N", "C", "C", "C", "C", "C", "C", "C", "C", "N", "O", "O", "H", "H", "H", "H", "H", "H", "H", "H", "H"],
  "coordinates": [[-1.85, 2.55, 3.51], [-1.07, 2.68, 2.84], [-1.15, 2.04, 1.72], [-0.14, 2.21, 0.65], [-0.10, 1.47, -0.42], [-1.01, 0.29, -0.52], [-0.59, -1.02, -0.56], [-1.60, -2.14, -0.31], [0.80, -1.38, -0.81], [1.89, -0.57, -0.77], [3.22, -0.98, -1.16], [3.62, -0.15, -1.96], [3.80, -1.92, -0.70], [-2.03, 1.30, 1.38], [0.45, 3.05, 0.76], [0.65, 1.73, -1.14], [-2.05, 0.40, -0.44], [-2.68, -1.96, -0.49], [-1.35, -2.38, 0.78], [-1.52, -3.08, -0.77], [0.78, -2.51, -1.06], [1.93, 0.40, -0.51]],
  "nbo_charge": [0.349, -0.607, 0.103, -0.244, -0.192, -0.189, -0.027, -0.649, -0.192, -0.090, 0.513, -0.390, -0.336, 0.149, 0.218, 0.226, 0.210, 0.233, 0.227, 0.224, 0.237, 0.225],
  "homo_lumo_gap_ev": 8.59,
  "charge": 0,
  "smiles": "[H]/N=C/C=C\\C=C(C)/C=C/[N+](=O)[O-]"
}



Version two
{
  "formula": "C8H10N2O2",
  "method": "ωB97M-V/def2-TZVPD",
  "elements": ["C", "C", "C", "C", "C", "C", "C", "C", "N", "N", "O", "O", "H", "H", "H", "H", "H", "H", "H", "H", "H", "H"],
  "coordinates": [[-2.75, -2.27, 0.63], [-2.05, -1.45, 1.64], [-0.66, -1.65, 1.38], [-2.78, -0.51, 2.22], [0.52, 1.51, 0.36], [1.36, 1.12, -0.64], [2.39, 0.05, -0.34], [1.50, 1.81, -2.00], [-1.90, -2.94, -0.06], [-0.69, -2.61, 0.43], [-3.47, 0.30, 2.68], [-0.29, 2.63, 0.39], [-3.80, -2.36, 0.65], [0.53, 1.17, 1.38], [2.08, -0.61, 0.49], [3.36, 0.45, -0.09], [2.52, -0.47, -1.30], [2.55, 2.12, -2.27], [0.80, 2.68, -2.04], [1.26, 1.14, -2.85], [0.04, -3.04, -0.13], [-0.53, 2.94, -0.55]],
  "nbo_charge": [0.041, -0.533, 0.026, 0.879, 0.132, -0.103, -0.630, -0.641, -0.253, -0.402, -0.377, -0.702, 0.206, 0.193, 0.235, 0.209, 0.197, 0.222, 0.195, 0.216, 0.417, 0.472],
  "homo_lumo_gap_ev": 8.28,
  "charge": 0
}



Calculated relative energies: version one 1.843; version two 0.000, given in eV



Version one
{
  "formula": "C3H5FN2",
  "method": "ωB97M-V/def2-TZVPD",
  "elements": ["C", "C", "C", "N", "N", "F", "H", "H", "H", "H", "H"],
  "coordinates": [[-0.10, -0.96, 1.10], [0.22, 0.99, -0.69], [-0.30, -0.38, -0.75], [0.63, 0.25, 1.45], [0.77, 1.15, 0.72], [-1.51, -0.49, -1.27], [-1.06, -0.75, 1.59], [0.31, -1.91, 1.22], [1.05, 1.24, -1.37], [-0.49, 1.82, -0.65], [0.49, -0.96, -1.35]],
  "nbo_charge": [-0.300, -0.399, 0.185, -0.123, -0.073, -0.335, 0.219, 0.220, 0.224, 0.231, 0.151],
  "homo_lumo_gap_ev": 9.57,
  "charge": 0
}



Version two
{
  "formula": "C3H5FN2",
  "method": "ωB97M-V/def2-TZVPD",
  "elements": ["F", "N", "C", "C", "C", "N", "H", "H", "H", "H", "H"],
  "coordinates": [[1.32, 3.06, 1.16], [1.22, 1.72, 0.64], [0.21, 1.11, 1.10], [-0.09, -0.23, 0.56], [-0.14, -0.18, -0.97], [0.81, -0.99, -0.23], [-0.57, 1.30, 1.88], [-0.83, -0.71, 1.04], [-0.76, -0.86, -1.56], [0.00, 0.75, -1.42], [1.65, -0.46, -0.34]],
  "nbo_charge": [-0.275, -0.044, 0.047, -0.141, -0.235, -0.539, 0.216, 0.204, 0.197, 0.206, 0.364],
  "homo_lumo_gap_ev": 10.97,
  "charge": 0,
  "smiles": "F/N=C/[C@H]1CN1"
}



Version three
{
  "formula": "C3H5FN2",
  "method": "ωB97M-V/def2-TZVPD",
  "elements": ["C", "C", "F", "C", "N", "N", "H", "H", "H", "H", "H"],
  "coordinates": [[-0.54, -0.45, 2.17], [0.31, -0.32, 1.14], [1.64, -0.58, 1.21], [-0.12, 0.08, -0.23], [0.78, 0.15, -1.16], [0.37, 0.33, -2.41], [-1.59, -0.20, 2.05], [-0.20, -0.67, 3.18], [-1.17, 0.27, -0.38], [-0.57, 0.64, -2.59], [1.10, 0.73, -2.98]],
  "nbo_charge": [-0.506, 0.389, -0.319, -0.102, -0.171, -0.603, 0.213, 0.220, 0.163, 0.342, 0.374],
  "homo_lumo_gap_ev": 9.41,
  "charge": 0,
  "smiles": "C=C(F)/C=N/N"
}



Calculated relative energies: version one 1.460; version two 2.161; version three 0.000, given in eV



Version one
{
  "formula": "C3H5FN2",
  "method": "ωB97M-V/def2-TZVPD",
  "elements": ["C", "N", "N", "C", "C", "F", "H", "H", "H", "H", "H"],
  "coordinates": [[2.53, -0.02, -0.15], [1.47, -0.73, -0.20], [0.32, 0.09, -0.43], [-0.67, -0.39, 0.16], [-1.98, 0.36, 0.06], [-2.87, -0.57, -0.43], [3.50, -0.48, -0.02], [2.51, 1.05, -0.28], [-0.62, -1.24, 0.87], [-2.32, 0.67, 1.03], [-1.88, 1.24, -0.62]],
  "nbo_charge": [-0.066, -0.276, -0.283, 0.084, 0.008, -0.359, 0.183, 0.166, 0.184, 0.172, 0.186],
  "homo_lumo_gap_ev": 10.65,
  "charge": 0,
  "smiles": "C=N/N=C/CF"
}



Version two
{
  "formula": "C3H5FN2",
  "method": "ωB97M-V/def2-TZVPD",
  "elements": ["H", "N", "C", "N", "C", "C", "F", "H", "H", "H", "H"],
  "coordinates": [[1.80, -1.87, -0.22], [1.00, -1.28, -0.02], [1.32, -0.06, 0.15], [0.39, 0.86, -0.17], [-0.95, 0.86, 0.06], [-1.44, -0.31, -0.11], [-2.81, -0.55, 0.08], [2.36, 0.20, 0.20], [0.90, 1.66, 0.37], [-1.53, 1.84, -0.22], [-1.03, -1.34, -0.11]],
  "nbo_charge": [0.347, -0.723, 0.252, -0.563, -0.159, 0.195, -0.374, 0.168, 0.369, 0.240, 0.248],
  "homo_lumo_gap_ev": 9.41,
  "charge": 0,
  "smiles": "[H]/N=C/N/C=C/F"
}



Calculated relative energies: version one 0.000; version two 0.958, given in eV



Version one
{
  "formula": "C3H12O2S",
  "method": "ωB97M-V/def2-TZVPD",
  "elements": ["C", "C", "S", "C", "H", "H", "H", "H", "H", "H", "H", "H", "O", "H", "H", "O", "H", "H"],
  "coordinates": [[1.03, 1.37, -0.04], [-0.49, 1.40, 0.07], [-1.22, 0.17, 1.22], [-0.10, 0.22, 2.64], [1.38, 0.67, -0.82], [1.57, 0.94, 0.80], [1.53, 2.31, -0.25], [-0.92, 1.08, -0.87], [-0.77, 2.45, 0.24], [-0.48, -0.56, 3.29], [0.89, -0.07, 2.31], [-0.06, 1.22, 3.07], [1.84, -1.96, -2.19], [2.73, -2.17, -2.47], [1.20, -2.55, -1.80], [-0.52, -0.78, -2.11], [-1.06, -1.14, -2.82], [0.32, -0.53, -2.52]],
  "nbo_charge": [-0.631, -0.539, 0.182, -0.745, 0.212, 0.206, 0.210, 0.252, 0.202, 0.229, 0.206, 0.212, -1.008, 0.498, 0.513, -0.958, 0.470, 0.491],
  "homo_lumo_gap_ev": 8.68,
  "charge": 0,
  "smiles": "CCSC.O.O"
}



Version two
{
  "formula": "C3H12O2S",
  "method": "ωB97M-V/def2-TZVPD",
  "elements": ["C", "C", "C", "S", "H", "H", "H", "H", "H", "H", "H", "H", "O", "H", "H", "O", "H", "H"],
  "coordinates": [[-1.42, 1.04, -0.82], [-0.88, 1.41, 0.55], [-0.90, 0.23, 1.57], [0.76, -0.01, 2.24], [-1.88, 1.88, -1.34], [-2.16, 0.24, -0.75], [-0.68, 0.61, -1.47], [0.12, 1.81, 0.48], [-1.49, 2.20, 0.96], [-1.27, -0.67, 1.08], [-1.58, 0.46, 2.37], [0.77, -1.32, 2.49], [2.83, -1.07, -0.49], [2.96, -1.22, 0.46], [2.83, -0.12, -0.63], [0.48, -1.96, -2.57], [0.27, -2.10, -1.64], [1.26, -1.40, -2.50]],
  "nbo_charge": [-0.610, -0.410, -0.511, -0.066, 0.215, 0.203, 0.215, 0.206, 0.205, 0.216, 0.214, 0.124, -0.955, 0.480, 0.474, -0.938, 0.466, 0.473],
  "homo_lumo_gap_ev": 9.82,
  "charge": 0,
  "smiles": "CCCS.O.O"
}



Calculated relative energies: version one 0.378; version two 0.000, given in eV



Version one
{
  "formula": "F3NO2S",
  "method": "ωB97M-V/def2-TZVPD",
  "elements": ["N", "O", "O", "F", "F", "F", "S"],
  "coordinates": [[-1.44, -0.08, 0.54], [1.61, 1.35, 0.37], [1.20, -0.16, -1.48], [-2.04, 1.00, -0.06], [-1.85, -1.11, -0.22], [1.47, -1.16, 0.94], [1.05, 0.15, -0.09]],
  "nbo_charge": [0.389, -0.818, -0.810, -0.205, -0.187, -0.483, 2.114],
  "homo_lumo_gap_ev": [9.22, 8.89],
  "charge": 0
}



Version two
{
  "formula": "F3NO2S",
  "method": "ωB97M-V/def2-TZVPD",
  "elements": ["N", "O", "O", "F", "F", "F", "S"],
  "coordinates": [[-1.99, 0.42, -0.45], [1.38, -0.17, 1.47], [2.27, 1.03, -0.46], [-2.16, -0.94, -0.40], [-2.78, 0.96, 0.45], [1.89, -1.39, -0.66], [1.38, 0.09, 0.04]],
  "nbo_charge": [0.394, -0.769, -0.799, -0.217, -0.176, -0.489, 2.055],
  "homo_lumo_gap_ev": [10.66, 7.53],
  "charge": 0
}



Version three
{
  "formula": "F3NO2S",
  "method": "ωB97M-V/def2-TZVPD",
  "elements": ["O", "S", "O", "F", "N", "F", "F"],
  "coordinates": [[-0.72, 0.64, 1.41], [-0.66, -0.03, 0.18], [-1.13, -1.78, 0.00], [-1.43, 0.86, -0.92], [0.93, 0.11, -0.62], [1.49, 1.18, 0.01], [1.53, -0.97, -0.06]],
  "nbo_charge": [-0.800, 2.169, -0.720, -0.440, 0.162, -0.188, -0.182],
  "homo_lumo_gap_ev": 10.91,
  "charge": 0,
  "smiles": "O=S(=O)(F)N(F)F"
}



Calculated relative energies: version one 0.000; version two 0.147; version three 1.161, given in eV



Version one
{
  "formula": "C6H12N2",
  "method": "ωB97M-V/def2-TZVPD",
  "elements": ["C", "C", "C", "C", "C", "C", "N", "N", "H", "H", "H", "H", "H", "H", "H", "H", "H", "H", "H", "H"],
  "coordinates": [[-0.97, -2.35, 0.02], [-1.85, 1.41, 0.15], [2.43, 0.41, 0.74], [0.48, 0.57, -1.29], [-1.23, 0.07, 0.12], [0.96, 0.37, 0.88], [0.06, 0.27, 1.66], [-1.60, -1.07, -0.04], [-0.15, -2.39, -0.70], [-1.69, -3.13, -0.23], [-0.57, -2.53, 1.02], [-2.56, 1.44, 0.98], [-1.11, 2.19, 0.27], [-2.38, 1.56, -0.79], [2.79, -0.46, 0.19], [2.87, 0.42, 1.74], [2.75, 1.30, 0.19], [0.93, 1.56, -1.35], [-0.36, 0.53, -1.98], [1.20, -0.19, -1.60]],
  "nbo_charge": [-0.419, -0.691, -0.708, -0.949, 0.669, 0.406, -0.510, -0.485, 0.206, 0.213, 0.211, 0.246, 0.253, 0.241, 0.242, 0.245, 0.242, 0.194, 0.202, 0.193],
  "homo_lumo_gap_ev": 8.00,
  "charge": 0
}



Version two
{
  "formula": "C6H12N2",
  "method": "ωB97M-V/def2-TZVPD",
  "elements": ["C", "C", "C", "N", "C", "C", "C", "N", "H", "H", "H", "H", "H", "H", "H", "H", "H", "H", "H", "H"],
  "coordinates": [[0.24, -0.72, -2.58], [0.31, -1.15, -1.12], [-1.04, -0.54, -0.18], [-0.68, -0.75, 1.17], [-0.15, 0.34, 1.60], [0.54, 0.48, 2.90], [-0.07, 1.36, 0.51], [-1.13, 0.88, -0.36], [0.88, -1.35, -3.20], [-0.78, -0.83, -2.97], [0.54, 0.32, -2.71], [0.15, -2.22, -1.03], [1.30, -0.97, -0.70], [-1.94, -1.07, -0.49], [0.15, 1.33, 3.46], [0.41, -0.43, 3.49], [1.61, 0.65, 2.75], [-0.21, 2.40, 0.83], [0.91, 1.08, -0.05], [-1.05, 1.18, -1.32]],
  "nbo_charge": [-0.630, -0.435, 0.114, -0.418, 0.295, -0.660, -0.308, -0.632, 0.218, 0.204, 0.195, 0.206, 0.199, 0.193, 0.223, 0.238, 0.226, 0.218, 0.187, 0.367],
  "homo_lumo_gap_ev": 9.46,
  "charge": 0,
  "smiles": "CC[C@H]1N=C(C)CN1"
}



Calculated relative energies: version one 4.054; version two 0.000, given in eV